# 1
This record from the OMol25 dataset describes C4H6P2S in the gas phase in a non-equilibrium geometry. The level of theory is ωB97M-V with the def2-TZVPD basis set.

## Properties
relative energy (zero: lowest compared OMol25 entry of this formula, charge and spin): 123.6 kcal per mole
highest occupied orbital energy (alpha / beta): -7.829 / -8.335 eV

Cartesian coordinates (Å):
C: 0.769 -0.352 -1.164
C: 0.777 -1.129 -0.054
C: 0.927 1.032 -1.162
C: -1.656 1.755 0.047
P: 0.575 -0.461 1.651
P: -2.152 0.250 0.484
S: 0.094 2.253 -0.256
H: 0.873 -0.700 -2.240
H: 0.479 -2.198 0.100
H: 1.678 1.480 -1.856
H: -0.305 -1.435 2.006
H: 1.494 -1.226 2.322
H: -3.553 0.732 0.124

Here are the Löwdin charges for atoms 1 to 4, given in e: number 1, C, carries -0.322; number 2, C, carries -0.395; number 3, C, carries -0.509; number 4, C, carries -0.801


# 2
This record from the OMol25 dataset describes 9 unconnected molecules or ions with the total composition C34H35N9O8 in a non-equilibrium geometry. The level of theory is ωB97M-V with the def2-TZVPD basis set.

## Properties
relative energy (zero: lowest compared OMol25 entry of this formula, charge and spin): 5.9 kcal per mole
highest occupied orbital energy: -10.022 eV

Cartesian coordinates (Å):
O: 8.036 -13.299 -4.089
N: 7.025 -12.657 -3.896
O: 6.617 -12.293 -2.813
C: 6.250 -12.255 -5.079
C: 6.897 -12.153 -6.283
C: 6.153 -11.775 -7.394
C: 4.784 -11.603 -7.273
C: 4.142 -11.822 -6.059
C: 4.889 -12.051 -4.920
H: 7.939 -12.365 -6.471
H: 6.634 -11.647 -8.355
H: 4.136 -11.433 -8.127
H: 3.061 -11.840 -6.031
H: 4.441 -12.042 -3.938
O: 8.115 -8.509 -7.109
N: 8.406 -9.040 -6.053
O: 7.919 -8.763 -4.974
C: 9.420 -10.104 -6.099
C: 9.791 -10.706 -4.908
C: 10.656 -11.780 -4.932
C: 11.165 -12.235 -6.144
C: 10.815 -11.573 -7.312
C: 9.898 -10.524 -7.307
H: 9.391 -10.388 -3.957
H: 10.890 -12.282 -4.003
H: 11.873 -13.053 -6.189
H: 11.163 -11.977 -8.257
H: 9.563 -10.161 -8.270
O: 15.389 -7.887 -10.432
N: 15.593 -8.181 -11.594
O: 16.388 -7.620 -12.321
C: 14.796 -9.271 -12.177
C: 14.826 -9.475 -13.548
C: 14.036 -10.501 -14.066
C: 13.253 -11.280 -13.220
C: 13.389 -11.180 -11.839
C: 14.138 -10.127 -11.326
H: 15.471 -8.917 -14.209
H: 13.968 -10.579 -15.144
H: 12.649 -12.060 -13.675
H: 12.809 -11.833 -11.207
H: 14.142 -9.919 -10.264
O: 8.012 -17.643 -15.861
N: 7.010 -17.236 -15.323
O: 6.004 -17.895 -15.126
C: 6.993 -15.835 -14.908
C: 5.940 -15.348 -14.168
C: 5.962 -14.024 -13.740
C: 7.033 -13.204 -14.066
C: 8.080 -13.702 -14.813
C: 8.033 -15.003 -15.279
H: 5.101 -15.971 -13.889
H: 5.157 -13.684 -13.105
H: 7.067 -12.211 -13.629
H: 8.933 -13.101 -15.096
H: 8.838 -15.389 -15.891
C: 13.260 -14.903 -9.217
C: 13.279 -15.120 -7.759
N: 13.296 -15.290 -6.616
H: 12.694 -13.992 -9.395
H: 12.832 -15.775 -9.696
H: 14.287 -14.701 -9.519
C: 11.369 -16.030 -13.120
C: 11.505 -15.026 -14.151
N: 11.565 -14.247 -14.990
H: 10.499 -15.809 -12.504
H: 12.209 -16.141 -12.439
H: 11.231 -17.006 -13.592
C: 8.498 -12.942 -10.510
C: 9.864 -13.225 -10.900
N: 10.966 -13.387 -11.202
H: 8.567 -12.056 -9.868
H: 7.982 -13.711 -9.942
H: 7.918 -12.680 -11.391
C: 8.487 -7.112 -10.948
C: 8.118 -8.465 -10.560
N: 7.774 -9.505 -10.234
H: 8.525 -6.991 -12.027
H: 9.476 -6.847 -10.573
H: 7.772 -6.427 -10.492
C: 3.704 -14.839 -9.313
C: 5.033 -15.270 -9.755
N: 6.061 -15.608 -10.131
H: 3.349 -14.149 -10.085
H: 3.799 -14.275 -8.390
H: 3.020 -15.678 -9.270

Here are the Löwdin charges for atoms 1 to 4, given in e: number 1, O, carries 0.082; number 2, N, carries -0.348; number 3, O, carries 0.087; number 4, C, carries -0.145


# 3
This record from the OMol25 dataset describes 5 unconnected molecules or ions with the total composition C2H14O4S2 in a non-equilibrium geometry. The level of theory is ωB97M-V with the def2-TZVPD basis set.

## Properties
relative energy (zero: lowest compared OMol25 entry of this formula, charge and spin): 30.0 kcal per mole
highest occupied orbital energy: -9.041 eV

Cartesian coordinates (Å):
C: 1.193 -1.440 1.911
C: 2.296 -0.621 1.343
S: 1.979 1.213 1.429
S: 2.350 1.663 -0.568
H: 0.590 -1.931 1.081
H: 0.513 -1.010 2.520
H: 1.538 -2.264 2.523
H: 2.539 -0.796 0.287
H: 3.264 -0.714 1.878
H: 1.091 2.008 -1.002
O: -1.472 1.501 -0.290
H: -1.824 1.110 -1.014
H: -1.358 2.494 -0.284
O: -2.421 -0.016 -2.239
H: -2.229 -0.890 -1.851
H: -1.824 -0.106 -3.050
O: 0.031 -0.644 -3.219
H: -0.020 -0.799 -2.219
H: 0.495 0.229 -3.267
O: -2.595 0.473 2.079
H: -2.187 0.393 1.172
H: -1.947 0.146 2.779

Here are the Löwdin charges for atoms 1 to 4, given in e: number 1, C, carries -0.176; number 2, C, carries -0.593; number 3, S, carries 0.421; number 4, S, carries 0.300


# 4
This record from the OMol25 dataset describes 2 unconnected molecules or ions with the total composition C5H13N2O in a non-equilibrium geometry. The level of theory is ωB97M-V with the def2-TZVPD basis set.

## Properties
multiplicity: 2
<S²>: 0.75
relative energy (zero: lowest compared OMol25 entry of this formula, charge and spin): 17.0 kcal per mole
highest occupied orbital energy (alpha / beta): 4.281 / -0.517 eV
total charge: -2

Cartesian coordinates (Å):
C: 0.963 0.221 2.072
C: 1.822 -0.707 1.210
C: 3.192 -0.490 0.999
N: 1.044 -1.779 0.752
H: 0.606 -0.232 2.979
H: 0.060 0.432 1.446
H: 1.511 1.192 2.282
H: 3.777 -1.222 0.383
H: 3.695 0.259 1.532
H: 0.011 -1.520 0.384
H: 1.592 -2.507 0.262
C: -0.993 -0.140 -0.965
O: -1.206 -0.930 0.127
C: -2.312 0.709 -1.220
N: -2.117 1.847 -2.174
H: -0.096 0.541 -0.891
H: -0.818 -0.732 -1.907
H: -3.054 -0.016 -1.612
H: -2.701 1.092 -0.256
H: -1.985 1.503 -3.173
H: -2.988 2.478 -2.230

Here are the Löwdin charges for atoms 1 to 4, given in e: number 1, C, carries -0.095; number 2, C, carries -0.491; number 3, C, carries -0.072; number 4, N, carries 0.031


# 5
This record from the OMol25 dataset describes 2 unconnected molecules or ions with the total composition C4H12 in a non-equilibrium geometry. The level of theory is ωB97M-V with the def2-TZVPD basis set.

## Properties
multiplicity: 2
<S²>: 0.75
relative energy (zero: lowest compared OMol25 entry of this formula, charge and spin): 21.3 kcal per mole
highest occupied orbital energy (alpha / beta): 1.528 / -7.327 eV
total charge: -1

Cartesian coordinates (Å):
C: 2.181 -1.075 -0.030
C: 1.301 -1.346 -1.304
H: 2.969 -0.375 -0.276
H: 1.619 -1.000 0.894
H: 2.696 -2.053 0.067
H: 0.271 -1.320 -0.893
H: 1.363 -0.554 -2.038
H: 1.409 -2.319 -1.743
C: -1.161 1.476 0.184
C: -2.305 1.101 1.170
H: -0.347 0.910 0.649
H: -1.329 1.151 -0.864
H: -1.002 2.565 0.086
H: -2.295 0.023 1.367
H: -3.325 1.101 0.682
H: -2.043 1.715 2.049

Here are the Löwdin charges for atoms 1 to 4, given in e: number 1, C, carries -0.278; number 2, C, carries -0.271; number 3, H, carries 0.035; number 4, H, carries 0.013